# 1
Formula: C28H19FN15NiO5
Source: the OMol25 dataset
Level of theory: ωB97M-V with the def2-TZVPD basis set

Output
Orbital gap (alpha / beta) (eV): 6.338 / 6.318
⟨S²⟩: 2.00
Calculated total energy (eV): -105699.6194
Charge: -1
2S+1: 3

Each line ends with the Löwdin charge.
CARTESIAN COORDINATES (ANGSTROEM)
Ni1 0.301 -1.588 -2.139  0.653
N1 -0.306 -3.279 -4.907  0.145
C1 0.981 -2.824 -4.738  -0.490
N2 1.998 -3.195 -5.497  0.011
N3 3.044 -2.497 -5.003  -0.123
N4 2.679 -1.763 -4.016  -0.088
N5 1.351 -1.944 -3.813  -0.064
C2 -1.373 -2.951 -4.101  -0.480
N6 -2.554 -3.536 -4.194  0.033
N7 -3.291 -2.941 -3.228  -0.107
N8 -2.596 -2.066 -2.600  -0.083
N9 -1.355 -2.020 -3.144  -0.051
H1 -0.443 -4.034 -5.558  0.133
C3 0.583 8.387 7.246  -0.088
O1 0.734 8.515 5.847  -0.082
C4 0.625 7.385 5.096  -0.281
C5 0.802 7.549 3.720  0.007
C6 0.710 6.466 2.877  -0.014
C7 0.441 5.189 3.379  -0.156
C8 0.268 5.039 4.746  -0.027
C9 0.356 6.124 5.611  -0.019
C10 0.362 4.064 2.443  -0.271
N10 0.594 4.148 1.154  0.187
C11 0.426 2.872 0.674  -0.166
C12 0.084 2.010 1.690  -0.122
N11 0.045 2.789 2.823  0.180
C13 -0.176 0.615 1.496  -0.072
C14 -0.568 -0.309 2.478  0.003
C15 -0.808 -1.609 2.117  -0.009
C16 -0.643 -1.995 0.778  -0.063
N12 -0.257 -1.140 -0.144  0.100
C17 -0.034 0.145 0.188  -0.112
C18 0.348 1.043 -0.901  -0.115
N13 0.476 0.487 -2.120  0.070
C19 0.807 1.238 -3.148  -0.082
C20 1.023 2.617 -3.017  -0.029
C21 0.909 3.200 -1.778  0.010
C22 0.568 2.403 -0.677  -0.074
H2 0.717 9.383 7.656  0.091
H3 1.338 7.717 7.666  0.095
H4 -0.413 8.018 7.505  0.094
H5 1.011 8.539 3.339  0.120
H6 0.848 6.584 1.811  0.113
H7 0.063 4.066 5.176  0.105
H8 0.217 5.967 6.670  0.101
H9 -0.154 2.477 3.755  0.145
H10 -0.685 0.003 3.509  0.110
H11 -1.118 -2.349 2.840  0.114
H12 -0.845 -3.008 0.456  0.100
H13 0.923 0.722 -4.092  0.113
H14 1.288 3.198 -3.889  0.106
H15 1.086 4.257 -1.628  0.116
F1 -0.974 -7.152 -4.835  0.076
C23 -1.158 -6.728 -3.575  -0.199
C24 -0.121 -6.458 -2.779  0.043
N14 -0.289 -6.050 -1.476  -0.005
C25 0.854 -5.640 -0.673  -0.039
C26 1.090 -4.117 -0.705  -0.651
O2 1.769 -3.616 0.188  0.010
O3 0.475 -3.532 -1.644  -0.080
C27 -1.536 -5.724 -0.996  -0.470
O4 -1.707 -5.214 0.098  0.065
N15 -2.584 -6.037 -1.832  0.225
C28 -2.533 -6.588 -3.112  -0.422
O5 -3.529 -6.921 -3.708  0.089
H16 0.897 -6.551 -3.129  0.150
H17 1.741 -6.131 -1.073  0.128
H18 0.710 -5.964 0.355  0.127
H19 -3.498 -5.743 -1.515  0.165

# 2
Formula: C28H20AuBrF5N2OS
Source: the OMol25 dataset
Level of theory: ωB97M-V with the def2-TZVPD basis set

Output
Orbital gap (eV): 7.380
Calculated total energy (eV): -132539.2983
Charge: +1

Each line ends with the Löwdin charge.
CARTESIAN COORDINATES (ANGSTROEM)
Au1 1.152 0.929 -1.056  1.389
C1 -2.917 -3.818 1.982  -0.036
C2 -3.091 -2.840 0.812  -0.552
C3 -4.352 -3.205 0.016  -0.035
C4 -3.264 -1.431 1.383  -0.054
C5 -1.876 -2.940 -0.107  -0.139
C6 -1.552 -4.179 -0.699  -0.006
C7 -0.467 -4.340 -1.529  -0.052
C8 0.331 -3.226 -1.780  -0.435
S1 1.771 -3.117 -2.745  1.201
C9 1.906 -1.468 -2.363  -0.520
N1 0.950 -1.013 -1.577  -0.056
C10 0.024 -1.992 -1.212  -0.243
C11 -1.082 -1.843 -0.378  0.058
C12 2.928 -0.525 -2.785  -0.245
C13 3.979 -0.818 -3.642  -0.018
C14 4.867 0.188 -3.991  -0.050
C15 4.691 1.470 -3.494  -0.051
C16 3.637 1.766 -2.630  -0.093
C17 2.759 0.766 -2.264  -0.205
H1 -3.778 -3.753 2.649  0.092
H2 -2.021 -3.582 2.559  0.094
H3 -2.839 -4.851 1.643  0.080
H4 -5.229 -3.140 0.662  0.091
H5 -4.304 -4.221 -0.377  0.081
H6 -4.496 -2.522 -0.823  0.094
H7 -4.142 -1.411 2.028  0.095
H8 -3.415 -0.687 0.598  0.095
H9 -2.403 -1.132 1.987  0.082
H10 -2.174 -5.040 -0.496  0.118
H11 -0.239 -5.302 -1.967  0.120
H12 -1.304 -0.870 0.024  0.082
H13 4.103 -1.818 -4.037  0.116
H14 5.692 -0.027 -4.656  0.117
H15 5.377 2.256 -3.780  0.116
H16 3.523 2.779 -2.271  0.093
Br1 -0.692 6.242 -0.176  0.851
C18 0.690 4.997 0.026  -0.655
C19 1.841 5.304 0.735  -0.058
C20 2.825 4.337 0.863  -0.012
C21 2.639 3.102 0.280  -0.102
N2 1.521 2.824 -0.408  -0.092
C22 0.550 3.740 -0.530  -0.140
H17 1.960 6.281 1.184  0.123
H18 3.731 4.533 1.419  0.126
H19 3.375 2.315 0.350  0.127
H20 -0.348 3.442 -1.051  0.120
F1 -1.237 1.768 5.329  0.137
C23 -1.072 1.627 4.017  -0.142
C24 -0.001 0.909 3.518  -0.146
F2 0.877 0.351 4.347  0.135
C25 0.157 0.772 2.150  -0.157
F3 1.214 0.064 1.688  0.056
C26 -0.726 1.334 1.232  -0.307
O1 -0.640 1.174 -0.086  -0.253
C27 -1.788 2.071 1.768  -0.153
F4 -2.659 2.645 0.933  0.116
C28 -1.966 2.210 3.131  -0.139
F5 -2.993 2.912 3.597  0.142

# 3
Formula: C28H20BrClIN5O7SSr
Source: the OMol25 dataset
Level of theory: ωB97M-V with the def2-TZVPD basis set

Output
Orbital gap (eV): 5.877
Calculated total energy (eV): -153487.7347
Charge: -2

Each line ends with the Löwdin charge.
CARTESIAN COORDINATES (ANGSTROEM)
Sr1 0.451 0.458 -0.514  1.438
C1 -1.694 -1.323 3.634  -0.052
C2 -1.317 -1.034 2.210  -0.296
N1 -0.151 -0.615 1.855  -0.029
N2 0.772 -0.331 2.787  0.051
C3 1.979 -0.133 2.218  -0.487
O1 2.316 -0.460 1.062  -0.113
C4 2.975 0.567 3.095  -0.131
C5 4.059 1.185 2.474  -0.015
C6 4.953 1.937 3.223  -0.084
C7 4.800 2.034 4.597  -0.118
C8 3.730 1.399 5.226  -0.113
C9 2.813 0.682 4.473  -0.046
C10 -2.305 -1.207 1.131  -0.229
C11 -3.545 -1.812 1.371  -0.031
C12 -4.446 -1.951 0.330  -0.087
C13 -4.110 -1.484 -0.930  -0.068
C14 -2.864 -0.892 -1.085  -0.138
N3 -1.992 -0.760 -0.096  0.058
H1 -0.899 -0.960 4.280  0.053
H2 -1.824 -2.397 3.808  0.074
H3 -2.632 -0.830 3.907  0.072
H4 4.129 1.142 1.396  0.116
H5 5.752 2.467 2.721  0.098
H6 5.497 2.627 5.180  0.084
H7 3.601 1.486 6.299  0.083
H8 1.950 0.220 4.933  0.094
H9 -3.790 -2.171 2.360  0.093
H10 -5.407 -2.422 0.506  0.095
H11 -4.784 -1.568 -1.771  0.096
H12 -2.547 -0.492 -2.044  0.104
O2 1.174 4.541 -0.685  -0.383
S1 1.704 3.322 -0.054  0.224
O3 2.849 3.617 0.809  -0.390
O4 0.615 2.628 0.728  -0.547
O5 2.098 2.314 -1.114  -0.533
O6 -0.941 6.304 -2.806  0.052
C15 -1.040 4.975 -2.514  -0.330
C16 -0.340 4.014 -3.225  -0.006
C17 -0.408 2.708 -2.794  -0.138
N4 -1.139 2.323 -1.741  -0.019
C18 -1.835 3.258 -1.133  -0.727
Br1 -2.854 2.700 0.381  0.748
C19 -1.859 4.595 -1.466  -0.055
H13 -0.066 6.452 -3.180  0.108
H14 0.320 4.286 -4.038  0.119
H15 0.158 1.927 -3.284  0.100
H16 -2.390 5.325 -0.876  0.109
Cl1 -1.026 -6.161 -4.008  0.603
C20 -0.733 -4.465 -3.657  -0.630
C21 -1.131 -3.516 -4.554  -0.209
C22 -0.920 -2.155 -4.304  -0.660
I1 -1.590 -0.737 -5.681  0.821
C23 -0.291 -1.669 -3.143  -0.501
O7 -0.097 -0.455 -2.872  -0.209
C24 0.115 -2.719 -2.198  -0.143
N5 0.687 -2.273 -1.060  0.084
C25 1.068 -3.130 -0.145  -0.123
C26 0.897 -4.518 -0.300  -0.055
C27 0.315 -4.995 -1.441  -0.046
C28 -0.103 -4.093 -2.443  -0.186
H17 -1.623 -3.821 -5.469  0.080
H18 1.527 -2.701 0.740  0.096
H19 1.223 -5.190 0.483  0.095
H20 0.163 -6.057 -1.589  0.078